Formula: C43H47N7O14PS
Source: the Open Molecules 2025 dataset
Level of theory: wB97M-V/def2-TZVPD

Calculated values
* HOMO energy: -11.436 eV
* largest force on an atom: 0.02082 Eh/bohr
* M: 948.92 g mol⁻¹
* gap between HOMO and LUMO: 0.3292 Ha

Geometry as ORCA input:
```
! RIJCOSX wB97M-V def2-TZVPD def2/J DEFGRID3
* xyz 1 1
C -2.38886 1.35597 6.03942
N -1.20316 1.35954 5.15662
C -1.17989 0.25527 4.22011
P 0.49790 0.16318 3.48858
S 0.43454 -0.59267 1.56889
C 1.29161 1.77419 3.38060
C 2.82555 1.70303 3.25729
C 3.54132 1.06665 4.46946
C 3.07344 1.62878 5.80961
O 2.06429 0.81266 6.43354
C 2.45290 -0.41145 6.79464
O 1.66712 -1.21276 7.19780
H -3.10972 0.57934 5.79538
H -2.87750 2.32537 5.96123
H -2.06644 1.26500 7.07401
H -1.21231 2.21411 4.61688
H -1.34344 -0.70068 4.71437
H -1.86959 0.35510 3.37363
H 1.24839 -0.59661 4.38129
H 0.79140 -1.86899 1.75573
H 0.90632 2.26565 2.48375
H 0.98169 2.37971 4.22992
H 3.22504 2.69690 3.07315
H 3.05825 1.06714 2.40249
H 3.38615 -0.00674 4.38947
H 4.59588 1.30958 4.35890
H 3.90435 1.77184 6.49862
H 2.61512 2.60250 5.65971
H 3.51312 -0.67070 6.68564
C -3.73907 -4.55301 -2.51009
C -2.41667 -4.60573 -2.09047
C -1.82372 -3.49270 -1.51917
C -2.57824 -2.34173 -1.38069
C -3.89783 -2.26354 -1.79756
C -4.47763 -3.38186 -2.36593
N -1.96001 -1.17103 -0.76929
O -0.78049 -1.25126 -0.43817
O -2.62065 -0.16789 -0.60848
H -4.20027 -5.42710 -2.94761
H -1.84583 -5.51641 -2.20490
H -0.79818 -3.53145 -1.19208
H -4.46350 -1.35114 -1.68242
H -5.50675 -3.34626 -2.69432
C -5.38204 3.84086 6.68142
C -5.64369 5.12752 7.13244
C -6.32595 6.02038 6.32137
C -6.73706 5.60275 5.07043
C -6.48250 4.32900 4.60125
C -5.79779 3.44333 5.41733
N -7.48096 6.54314 4.21084
O -7.67218 7.66080 4.63917
O -7.85308 6.13703 3.12988
H -4.85431 3.14475 7.32086
H -5.31921 5.43563 8.11643
H -6.53451 7.02337 6.66178
H -6.81306 4.02933 3.61826
H -5.59291 2.44046 5.06719
C 4.37472 0.20912 -2.84601
C 4.18784 -0.75142 -1.86045
C 3.10221 -1.60945 -1.92429
C 2.22099 -1.48949 -2.98279
C 2.38666 -0.53599 -3.96983
C 3.47392 0.31895 -3.89611
N 1.07880 -2.40932 -3.06670
O 0.93816 -3.22394 -2.17162
O 0.33116 -2.30820 -4.01536
H 5.22751 0.87269 -2.79880
H 4.89187 -0.83536 -1.04392
H 2.95104 -2.36085 -1.16402
H 1.68310 -0.46030 -4.78587
H 3.62096 1.06837 -4.65498
C 2.27595 0.07365 -10.31422
C 2.61971 -1.14488 -9.74363
C 3.41568 -1.18150 -8.61102
C 3.85145 0.01215 -8.06672
C 3.52590 1.23542 -8.62237
C 2.73142 1.26104 -9.75649
N 4.67843 -0.02192 -6.85173
O 4.96518 -1.10571 -6.39027
O 5.02116 1.04166 -6.36705
H 1.65055 0.09805 -11.19641
H 2.26568 -2.06806 -10.18028
H 3.68822 -2.12434 -8.16141
H 3.88290 2.15383 -8.18156
H 2.46554 2.20830 -10.20407
C 9.72249 4.23717 5.17619
C 9.38597 2.90381 5.37097
C 8.48368 2.28463 4.52239
C 7.93497 3.01791 3.48616
C 8.25236 4.34743 3.27832
C 9.15383 4.95787 4.13418
N 6.99270 2.36029 2.56851
O 6.70905 1.19498 2.78275
O 6.54623 3.01246 1.64842
H 10.43193 4.71563 5.83764
H 9.83004 2.34482 6.18254
H 8.21851 1.24805 4.66584
H 7.80892 4.89980 2.46372
H 9.41597 5.99579 3.98557
C -7.97393 -6.48922 -7.64129
C -8.52999 -5.43806 -6.92415
C -8.22269 -5.27249 -5.58409
C -7.35542 -6.16747 -4.98604
C -6.79601 -7.22399 -5.68000
C -7.11162 -7.38229 -7.01904
N -7.00911 -5.98381 -3.56841
O -7.52573 -5.05937 -2.97342
O -6.21924 -6.76349 -3.07198
H -8.21318 -6.61262 -8.68890
H -9.20255 -4.74517 -7.40979
H -8.65147 -4.45880 -5.01911
H -6.12534 -7.91273 -5.18910
H -6.68251 -8.20178 -7.57812
*
```